(1)
Molecular formula: C3H8N2O
Method: DFT, wB97M-V/def2-TZVPD

## Properties
* frontier orbital gap (spin up / spin down): 11.472 / 6.487 eV
* lowest unoccupied orbital energy (spin up / spin down): -0.13910 / -0.31559 Ha
* ΔE to the lowest compared entry with this formula, charge and spin: 33.0 kJ/mol
* total charge: +1
* spin multiplicity: 2
* HOMO level (spin up / spin down): -15.257 / -15.075 eV
* E: -303.5339 a.u.

Structure (XYZ):
```
14
Properties=species:S:1:pos:R:3:forces:R:3:nbo_charge:R:1
N 1.271613 -0.127979 -1.774158 -0.454 0.055 0.520 -0.5070
C 1.267651 -0.784831 -0.547724 1.032 0.037 -0.937 -0.3076
C 0.209840 -0.133833 0.496356 -2.060 -1.038 0.290 0.6795
N -1.045965 -0.016472 0.013887 0.521 0.778 -0.775 -0.5671
C -1.961625 0.944270 0.612965 -0.787 0.299 1.303 -0.4417
O 0.525473 -0.017742 1.634311 0.678 0.575 0.125 -0.3579
H 1.352180 0.882070 -1.757145 0.386 -0.059 -0.401 0.4169
H 0.980517 -0.574512 -2.637678 -0.148 0.139 0.163 0.4267
H 1.044707 -1.835309 -0.672672 -0.063 -0.236 0.163 0.2649
H 2.213040 -0.630193 -0.030398 -0.011 0.039 0.225 0.2854
H -1.207774 -0.235938 -0.960148 0.230 0.064 0.060 0.4068
H -2.047619 0.756196 1.675633 0.280 -0.145 0.272 0.2385
H -1.679454 1.995651 0.518337 0.292 -0.223 -0.376 0.2189
H -2.987272 0.833572 0.281624 0.102 -0.283 -0.633 0.2437
```
Forces are in eV/Å.


(2)
Molecular formula: C3H8N2O
Method: DFT, wB97M-V/def2-TZVPD

## Properties
* frontier orbital gap (spin up / spin down): 7.294 / 5.015 eV
* lowest unoccupied orbital energy (spin up / spin down): -0.22219 / -0.30540 Ha
* ΔE to the lowest compared entry with this formula, charge and spin: 244.4 kJ/mol
* total charge: +1
* spin multiplicity: 2
* HOMO level (spin up / spin down): -13.341 / -13.325 eV
* E: -303.4534 a.u.

Structure (XYZ):
```
14
Properties=species:S:1:pos:R:3:forces:R:3:nbo_charge:R:1
C -2.068719 -2.457185 -0.535895 0.856 -0.683 -0.551 -0.1606
C -1.207779 -1.424499 -0.118704 1.904 0.464 2.965 0.2009
N -0.408696 -1.449246 1.047195 -3.786 -1.625 -3.292 -0.6426
H -2.637656 -2.932894 0.290253 0.303 -0.206 -1.000 0.2506
H -1.984425 -2.824777 -1.617286 -0.769 0.638 1.681 0.2799
H -1.138220 -0.472353 -0.624559 0.193 -0.097 -0.690 0.2402
H -0.539515 -0.715666 1.655519 1.097 4.212 0.626 0.4203
H -0.807254 -2.035937 1.735218 0.061 -3.036 0.372 0.3991
C 1.068855 1.409407 -0.091207 -1.639 0.153 0.257 0.5278
N 0.737467 2.419842 -0.895459 -4.810 -3.290 -0.512 -0.7950
O 2.035429 1.412870 0.557635 3.895 -0.460 2.337 -0.5565
H 0.362222 0.596267 0.136384 -0.709 0.180 -0.920 0.0384
H -0.050074 2.128119 -1.504173 1.138 1.405 0.039 0.3838
H 1.455953 2.993782 -1.119751 2.267 2.344 -1.311 0.4136
```
Forces are in eV/Å.


(3)
Molecular formula: C3H8N2O
Method: DFT, wB97M-V/def2-TZVPD

## Properties
* frontier orbital gap (spin up / spin down): 12.083 / 6.412 eV
* lowest unoccupied orbital energy (spin up / spin down): -0.12933 / -0.31634 Ha
* ΔE to the lowest compared entry with this formula, charge and spin: 40.8 kJ/mol
* total charge: +1
* spin multiplicity: 2
* HOMO level (spin up / spin down): -15.602 / -15.020 eV
* E: -303.5310 a.u.

Structure (XYZ):
```
14
Properties=species:S:1:pos:R:3:forces:R:3:nbo_charge:R:1
C 0.420437 -1.923070 -0.249278 -0.929 -0.867 -0.774 -0.4688
N -0.582564 -0.850559 -0.300813 2.746 0.547 1.052 -0.2149
C -0.433078 0.000928 0.843175 -0.708 0.496 -0.886 -0.3399
C -0.009964 1.474017 0.499682 0.544 1.546 -0.022 0.6725
N -0.134332 1.983863 -0.739846 -0.153 -0.916 -0.785 -0.7932
O 0.350011 2.124847 1.438479 -0.160 -0.390 0.408 -0.4234
H 1.436138 -1.571909 -0.084844 0.044 0.462 0.259 0.2535
H 0.455161 -2.496446 -1.172616 -0.314 0.016 -0.032 0.2506
H 0.101194 -2.563392 0.571997 0.299 -0.149 0.048 0.2545
H -0.675138 -0.382754 -1.197577 -0.854 -0.324 -0.085 0.4051
H 0.346428 -0.348243 1.510109 -0.347 -0.378 0.306 0.2686
H -1.379825 0.205830 1.351178 -0.070 -0.161 0.089 0.3026
H 0.025483 1.394609 -1.541998 -0.222 0.007 -0.057 0.3884
H 0.080053 2.952273 -0.927652 0.124 0.111 0.480 0.4442
```
Forces are in eV/Å.


(4)
Molecular formula: C3H8N2O2
Method: DFT, wB97M-V/def2-TZVPD

## Properties
* frontier orbital gap: 10.003 eV
* lowest unoccupied orbital energy: -0.02103 Ha
* SMILES: [H]/N=C(/C)ON=O.C
* ΔE to the lowest compared entry with this formula, charge and spin: 462.9 kJ/mol
* HOMO level: -10.576 eV
* E: -378.9647 a.u.

Structure (XYZ):
```
15
Properties=species:S:1:pos:R:3:forces:R:3:nbo_charge:R:1
H -1.629198 -0.603057 -1.854587 0.868 0.298 1.617 0.3559
N -1.044911 -0.736770 -0.973460 -1.405 0.166 -1.451 -0.6676
C -1.385503 -0.079542 0.051658 3.268 -3.040 0.450 0.5458
C -0.645740 -0.397179 1.322766 1.836 0.724 -0.838 -0.7102
O -2.337444 0.793616 0.124351 -3.021 1.849 -1.672 -0.3630
N -2.307942 1.614705 1.220538 -1.492 2.410 0.810 0.3708
O -3.142267 2.457346 1.118008 1.415 -1.526 0.215 -0.2429
H -0.423862 -1.420633 1.304539 0.139 -1.578 -0.144 0.2420
H 0.366114 0.059434 1.329533 -0.646 0.158 -0.105 0.2422
H -1.093516 -0.176511 2.241070 -0.944 0.540 1.115 0.2274
C 2.756004 -0.284427 -1.187522 -0.065 -1.431 2.236 -0.8514
H 2.409023 0.687274 -1.432462 -0.550 0.921 0.053 0.2088
H 2.368448 -0.967403 -1.918999 0.345 -0.305 -0.728 0.2193
H 3.874760 -0.230459 -1.127454 -1.124 -0.490 0.045 0.2134
H 2.236033 -0.716396 -0.217979 1.377 1.304 -1.604 0.2094
```
Forces are in eV/Å.


(5)
Molecular formula: C3H8N2O2
Method: DFT, wB97M-V/def2-TZVPD

## Properties
* frontier orbital gap: 8.989 eV
* lowest unoccupied orbital energy: 0.02625 Ha
* ΔE to the lowest compared entry with this formula, charge and spin: 645.2 kJ/mol
* HOMO level: -8.275 eV
* E: -378.8953 a.u.

Structure (XYZ):
```
15
Properties=species:S:1:pos:R:3:forces:R:3:nbo_charge:R:1
C 1.709970 1.210938 -1.252350 1.051 1.115 2.122 -0.3196
C -0.488379 -0.394998 0.350859 0.891 1.572 0.112 0.8878
C -0.971591 1.897376 0.043666 -2.693 -0.887 -0.344 -0.2662
N 0.115464 -2.686555 0.606889 -1.752 0.436 2.610 -0.6513
N -0.765819 -1.611491 0.943629 0.968 0.489 -1.145 -0.4632
O 0.553542 -0.169003 -0.235053 0.817 -0.757 -0.449 -0.6154
O -1.384169 0.570464 0.594915 -0.022 -0.086 -1.083 -0.5096
H 2.477537 1.193984 -0.344505 -1.445 0.019 -1.430 0.1053
H 2.195437 0.527925 -1.925232 0.112 -1.161 -0.471 0.0886
H -0.417778 1.894274 -0.847579 1.647 -0.794 -0.498 0.2501
H -0.565003 2.354147 0.875446 1.235 1.317 1.213 0.1891
H -1.832538 2.454654 -0.333509 -0.704 -0.399 0.908 0.1869
H 1.017098 -2.532425 1.009081 0.240 0.201 -0.070 0.3752
H 0.105777 -2.959485 -0.324223 0.188 -0.027 -1.976 0.3558
H -1.749550 -1.749806 0.837966 -0.534 -1.040 0.501 0.3865
```
Forces are in eV/Å.


(6)
Molecular formula: C3H8N2O2
Method: DFT, wB97M-V/def2-TZVPD

## Properties
* frontier orbital gap: 10.117 eV
* lowest unoccupied orbital energy: 0.01867 Ha
* SMILES: C=N[C@H](N)O.C=O
* ΔE to the lowest compared entry with this formula, charge and spin: 247.6 kJ/mol
* HOMO level: -9.609 eV
* E: -379.0467 a.u.

Structure (XYZ):
```
15
Properties=species:S:1:pos:R:3:forces:R:3:nbo_charge:R:1
C -0.739091 0.362162 -1.464691 0.019 0.082 0.258 -0.0636
N -0.629764 0.580411 -0.222441 -0.047 -0.125 -0.497 -0.4373
C -0.905777 -0.566566 0.663482 -0.214 -0.073 -0.048 0.3624
N -1.848102 -0.233473 1.691310 -0.018 0.156 -0.036 -0.8193
O 0.272732 -0.921724 1.307990 0.121 -0.080 -0.086 -0.7200
H -0.527355 1.164348 -2.174896 -0.058 -0.082 0.106 0.1731
H -1.021257 -0.614069 -1.885790 -0.017 0.108 0.106 0.1492
H -1.318910 -1.402905 0.066103 0.110 0.122 0.063 0.1168
H -1.410122 0.452258 2.301020 -0.066 -0.041 -0.018 0.3668
H -2.669863 0.200335 1.281916 0.062 -0.089 0.051 0.3592
H 0.958695 -1.083394 0.635379 -0.045 0.025 0.114 0.4949
C 2.464129 0.529447 -0.542181 0.000 -0.131 -0.068 0.2906
O 2.344376 -0.671097 -0.606654 0.094 0.324 0.008 -0.5347
H 1.862421 1.137708 0.154148 0.077 -0.105 -0.034 0.1463
H 3.167888 1.066558 -1.204695 -0.017 -0.090 0.082 0.1156
```
Forces are in eV/Å.


(7)
Molecular formula: C3H8N2O2
Method: DFT, wB97M-V/def2-TZVPD

## Properties
* frontier orbital gap: 10.457 eV
* lowest unoccupied orbital energy: 0.02436 Ha
* SMILES: NC(=O)NCCO
* ΔE to the lowest compared entry with this formula, charge and spin: 23.7 kJ/mol
* HOMO level: -9.794 eV
* E: -379.1320 a.u.

Structure (XYZ):
```
15
Properties=species:S:1:pos:R:3:forces:R:3:nbo_charge:R:1
N 2.300073 1.093851 -0.490131 0.052 0.067 0.052 -0.8359
C 0.944793 0.858206 -0.480325 -0.104 0.041 -0.016 0.7837
O 0.130146 1.779468 -0.500556 0.235 -0.261 0.043 -0.6876
N 0.562579 -0.450518 -0.488282 0.101 0.075 0.026 -0.6365
C -0.847010 -0.807702 -0.520139 -0.119 0.045 -0.023 -0.2509
C -1.507143 -0.778953 0.855011 -0.035 -0.407 -0.127 -0.0597
O -1.441219 0.471860 1.491763 0.069 0.134 -0.005 -0.7379
H 2.539137 2.048914 -0.270734 -0.010 -0.115 -0.030 0.4056
H 2.934163 0.395119 -0.134955 -0.111 0.056 -0.055 0.3834
H 1.253789 -1.180650 -0.447030 -0.056 0.113 -0.012 0.3933
H -0.935873 -1.810270 -0.951906 -0.007 0.137 0.088 0.2068
H -1.351783 -0.106362 -1.192433 0.041 -0.086 0.096 0.2208
H -1.024182 -1.532269 1.496912 -0.058 0.103 -0.057 0.1542
H -2.558359 -1.083757 0.732389 0.143 0.063 0.022 0.1651
H -0.999110 1.103068 0.900410 -0.141 0.034 -0.001 0.4954
```
Forces are in eV/Å.


(8)
Molecular formula: C3H8N2O2
Method: DFT, wB97M-V/def2-TZVPD

## Properties
* frontier orbital gap: 9.293 eV
* lowest unoccupied orbital energy: 0.02325 Ha
* SMILES: NCC(=O)NCO
* ΔE to the lowest compared entry with this formula, charge and spin: 310.6 kJ/mol
* HOMO level: -8.661 eV
* E: -379.0227 a.u.

Structure (XYZ):
```
15
Properties=species:S:1:pos:R:3:forces:R:3:nbo_charge:R:1
N -0.406005 -1.177649 -1.457464 1.436 1.600 0.939 -0.8781
C 0.914910 -1.185174 -0.830648 -0.385 0.433 0.108 -0.3306
C 1.014633 -0.440435 0.578407 -0.265 -3.912 -3.660 0.7017
O 1.785934 -1.002753 1.342603 -1.290 2.233 0.806 -0.5755
N 0.156415 0.619593 0.622332 -1.682 1.557 2.041 -0.6951
C -0.738565 1.519831 -0.167537 -0.414 -1.522 -1.655 0.1079
O -2.114469 1.428985 0.376428 1.687 1.388 -0.449 -0.7241
H -0.899445 -1.980356 -1.347901 -1.368 -2.805 0.778 0.3619
H -0.756170 -0.767363 -2.282331 0.836 0.963 -0.976 0.3728
H 1.319115 -2.217557 -0.812376 -0.222 0.692 0.576 0.2172
H 1.677083 -0.604618 -1.299043 0.391 0.361 -1.519 0.2033
H -0.440898 0.621571 1.422334 0.651 -0.093 1.768 0.4089
H -0.886139 1.200161 -1.239250 0.923 0.616 1.087 0.1861
H -0.341089 2.536704 -0.017462 -0.309 -0.336 -0.319 0.1707
H -2.442914 2.342673 0.188386 0.012 -1.176 0.473 0.4731
```
Forces are in eV/Å.


> E of number 8 (C3H8N2O2)?

-379.0227 a.u.


> Look up the ΔE to the lowest compared entry with this formula, charge and spin of the third one.

40.8 kJ/mol


> What is the formula in the fourth record?

C3H8N2O2


> Number 5 is which compound?

C3H8N2O2